Molecular formula: C18H31ClInNO2P2
Method: DFT, ωB97M-V/def2-TZVPD

Output
Orbital gap (Ha): 0.2584
Molar mass (g mol⁻¹): 505.670
LUMO energy (eV): 0.33
Relative energy (zero: lowest compared OMol25 entry of this formula, charge and spin) (kJ/mol): 5.6

ORCA input file:
```
! RIJCOSX wB97M-V def2-TZVPD def2/J DEFGRID3
* xyz 0 1
C -3.548 -3.041 -0.134
C -2.545 -2.089 -0.414
N -1.810 -1.588 0.609
C -1.897 -2.087 1.843
C -2.842 -3.069 2.155
C -3.688 -3.534 1.157
C -2.280 -1.634 -1.796
P -0.581 -1.102 -2.131
In 0.306 0.231 -0.048
P -0.115 0.002 2.551
C -0.939 -1.610 2.936
O -3.690 0.403 -2.391
O -1.960 2.042 -1.890
H -4.155 -3.382 -0.965
H -2.887 -3.426 3.181
H -4.455 -4.274 1.380
C 0.318 -2.608 -2.586
C -0.600 -0.122 -3.655
H -1.493 -1.499 3.886
H -0.138 -2.357 3.092
H -3.147 -0.502 -2.107
H -2.592 -2.375 -2.540
C 1.365 0.049 3.602
C -1.276 1.197 3.291
H -1.381 1.742 -0.951
H -1.964 3.009 -2.025
H -2.990 1.258 -2.100
H -4.498 0.434 -1.853
H 1.007 -1.377 0.264
H -0.944 1.571 0.082
H -0.132 -3.043 -3.491
H 1.370 -2.358 -2.782
H 0.272 -3.332 -1.762
H -1.142 -0.672 -4.435
H -1.072 0.854 -3.483
H 0.436 0.038 -3.979
H -1.350 1.042 4.379
H -0.911 2.212 3.081
H -2.263 1.071 2.825
H 1.086 0.052 4.666
H 2.007 -0.813 3.378
H 1.917 0.969 3.367
Cl 3.583 -0.441 0.301
C 4.015 1.212 0.066
C 5.321 1.587 0.374
C 5.734 2.912 0.175
C 4.814 3.853 -0.286
C 3.503 3.481 -0.561
C 3.069 2.142 -0.428
C 1.718 1.785 -0.887
H 6.018 0.844 0.756
H 6.766 3.195 0.386
H 5.121 4.888 -0.443
H 2.785 4.219 -0.916
H 1.719 1.398 -1.922
H 1.031 2.643 -0.820
*
```